Formula: C5H13N3
Source: OMol25
Level of theory: ωB97M-V/def2-TZVPD

Summary:
SMILES = C=C(C)N.N/C=C/N
LUMO = 1.052 eV
max |F| = 1.5 eV/A
E_tot = -9864.804 eV
energy relative to the best compared isomer or geometry (same formula, charge and spin) = 1.562 eV

Positions of all 21 atoms, in Å:
C: 2.0399 -1.3957 -0.1642
C: 0.7688 -1.7863 -0.3038
C: 0.3802 -3.2362 -0.1933
N: -0.2795 -0.8641 -0.4293
H: 2.2820 -0.3453 -0.2139
H: 2.7630 -2.1614 0.0726
H: -0.1698 -3.5242 -1.0935
H: -0.2646 -3.4046 0.6692
H: 1.2543 -3.8787 -0.1125
H: -1.1580 -1.3186 -0.6420
H: -0.4390 -0.2207 0.3403
N: -0.6402 1.5177 1.9323
C: -1.1072 1.8853 0.6390
C: -0.3565 2.5343 -0.2432
N: -0.7734 2.8790 -1.5392
H: -1.3892 1.4635 2.6078
H: 0.0621 2.1428 2.3023
H: -2.1729 1.7932 0.4587
H: 0.6819 2.7197 0.0077
H: -1.4756 2.2532 -1.9057
H: -0.0062 2.9473 -2.1891

Cartesian forces (eV/Å) of the 6 atoms listed first:
-0.70 -0.29 0.01
0.44 0.08 0.94
0.00 0.14 -0.47
-0.67 -0.29 -0.37
0.28 0.01 0.02
0.33 0.26 -0.10

These are the Löwdin partial charges, in e, on atoms 1 to 4: number 1, C, carries 0.022; number 2, C, carries -0.485; number 3, C, carries -0.070; number 4, N, carries 0.073

=====

Formula: C13H39ClF3N10O19P3S
Source: OMol25
Level of theory: ωB97M-V/def2-TZVPD

Summary:
SMILES = CCP(C)P(S)(Cl)(P(N)O)C(F)(F)F.C[N+](=O)[O-].C[N+](=O)[O-].C[N+](=O)[O-].C[N+](=O)[O-].C[N+](=O)[O-].C[N+](=O)[O-].C[N+](=O)[O-].C[N+](=O)[O-].C[N+](=O)[O-]
LUMO = -0.232 eV
max |F| = 1.1 eV/A
E_tot = -127270.311 eV

Positions of all 89 atoms, in Å:
C: -1.4572 -2.0666 -6.2227
C: -1.0128 -2.5990 -4.8352
P: 0.7442 -2.1523 -4.5613
C: 1.6009 -3.6873 -5.1064
P: 1.1144 -2.1849 -2.3751
S: 3.2126 -1.4409 -2.8136
Cl: -0.8856 -3.0711 -1.7576
P: 0.3250 -0.4075 -1.1424
N: -0.7527 0.0542 -2.3807
O: 1.4891 0.7151 -1.2924
C: 1.8818 -3.6304 -1.3647
F: 1.4155 -3.6137 -0.1084
F: 1.5704 -4.8042 -1.9188
F: 3.2176 -3.5922 -1.2590
H: -1.9655 -1.1056 -6.0866
H: -0.6178 -1.8767 -6.9045
H: -2.1540 -2.7653 -6.6919
H: -1.6152 -2.1327 -4.0550
H: -1.1444 -3.6857 -4.7789
H: 1.2819 -3.8574 -6.1418
H: 1.3374 -4.5611 -4.5031
H: 2.6815 -3.5192 -5.0889
H: 2.8999 -0.6117 -3.8201
H: -0.6272 1.0032 -2.7189
H: -1.7224 -0.0717 -2.1055
H: 1.5979 1.1161 -2.1670
C: 0.6049 3.0932 1.4283
N: -0.3514 2.7835 0.3353
O: -0.3159 3.4620 -0.6720
O: -1.1063 1.8461 0.5108
H: 1.2127 3.9351 1.1193
H: 0.0250 3.3303 2.3137
H: 1.1987 2.1965 1.5830
C: -1.4617 6.5528 4.8137
N: -0.8423 5.4770 3.9930
O: -1.2639 4.3439 4.1238
O: 0.0589 5.7936 3.2429
H: -2.2469 6.1190 5.4169
H: -0.6681 6.9737 5.4252
H: -1.8451 7.3037 4.1289
C: 4.2873 -3.0867 1.4908
N: 4.8768 -2.7060 2.8034
O: 4.5708 -3.3550 3.7792
O: 5.6344 -1.7525 2.8084
H: 3.6351 -3.9377 1.6436
H: 3.7429 -2.2233 1.1198
H: 5.1103 -3.3187 0.8217
C: -4.6729 -2.3215 -2.9414
N: -4.2761 -1.6279 -4.1976
O: -3.7111 -0.5579 -4.1140
O: -4.5493 -2.1934 -5.2415
H: -4.3714 -1.7045 -2.1035
H: -5.7509 -2.4630 -2.9836
H: -4.1665 -3.2831 -2.9378
C: -4.3173 7.4601 9.0469
N: -3.8142 7.1041 7.6927
O: -4.1564 7.7883 6.7515
O: -3.0866 6.1331 7.6186
H: -4.9494 8.3349 8.9533
H: -4.8637 6.5972 9.4174
H: -3.4487 7.6476 9.6712
C: 7.5478 0.5696 3.5136
N: 8.2539 1.8409 3.8322
O: 7.7397 2.5923 4.6354
O: 9.3063 2.0418 3.2597
H: 6.6342 0.5251 4.0926
H: 7.3464 0.5697 2.4468
H: 8.2199 -0.2455 3.7637
C: -7.5744 -2.6856 -6.1347
N: -8.6162 -2.4989 -5.0895
O: -9.7243 -2.1511 -5.4317
O: -8.2689 -2.7047 -3.9398
H: -8.0052 -2.4596 -7.1029
H: -6.7584 -2.0164 -5.8835
H: -7.2357 -3.7153 -6.0699
C: 6.7382 -4.8481 -4.4979
N: 5.4365 -4.5413 -5.1525
O: 5.1640 -3.3764 -5.3536
O: 4.7286 -5.4873 -5.4342
H: 7.2489 -3.9122 -4.3057
H: 6.5143 -5.3855 -3.5811
H: 7.2963 -5.4858 -5.1772
C: -2.1402 2.4393 7.3243
N: -3.4870 2.7936 7.8523
O: -4.3335 3.1362 7.0547
O: -3.6436 2.7236 9.0554
H: -2.1545 2.5659 6.2479
H: -1.4285 3.1081 7.7996
H: -1.9413 1.4118 7.6145

Cartesian forces (eV/Å) of the 6 atoms listed first:
0.08 0.23 0.20
-0.25 -0.17 -0.33
-0.14 0.12 -0.11
0.08 0.02 0.14
0.92 0.53 -0.21
0.08 -0.09 -0.02

These are the Löwdin partial charges, in e, on atoms 1 to 4: number 1, C, carries -0.171; number 2, C, carries -0.524; number 3, P, carries 0.746; number 4, C, carries -0.316

=====

Formula: C13H19N5O
Source: OMol25
Level of theory: ωB97M-V/def2-TZVPD

Summary:
SMILES = C[C@@H](N/C(=N/c1cc[n+]([O-])cc1)NC#N)C(C)(C)C
LUMO = 0.415 eV
max |F| = 3.7 eV/A
E_tot = -23284.762 eV
energy relative to the best compared isomer or geometry (same formula, charge and spin) = 1.509 eV

Positions of all 38 atoms, in Å:
C: 0.8105 -0.9018 -2.2551
C: 0.5840 0.3909 -1.4428
N: 1.0006 0.1376 -0.0464
C: 0.1398 -0.3007 0.9231
N: -0.8990 -1.0142 0.5773
C: -1.7598 -1.5153 1.5402
C: -1.8873 -2.9217 1.6413
C: -2.7507 -3.4572 2.5821
N: -3.5397 -2.7057 3.3808
O: -4.3293 -3.1459 4.2139
C: -3.4602 -1.3875 3.2772
C: -2.5846 -0.7357 2.3939
N: 0.4306 -0.0586 2.2347
C: 1.5783 0.4213 2.6120
N: 2.6601 0.6765 2.9346
C: 1.3498 1.6546 -2.0069
C: 0.7591 2.9202 -1.2842
C: 2.8884 1.5793 -1.7445
C: 1.1330 1.8083 -3.5345
H: 0.3972 -1.7944 -1.7497
H: 1.8949 -1.0460 -2.4396
H: 0.3246 -0.7700 -3.2042
H: -0.4814 0.6482 -1.4193
H: 1.7516 0.7367 0.3012
H: -1.2506 -3.5989 1.0086
H: -2.8189 -4.5572 2.6982
H: -4.0956 -0.7808 3.9340
H: -2.5100 0.3431 2.2969
H: -0.1055 -0.6076 2.8687
H: 1.2392 3.8095 -1.7284
H: -0.3161 3.0898 -1.4190
H: 0.8937 2.8511 -0.2204
H: 3.3112 0.6489 -2.1090
H: 3.3440 2.3839 -2.3151
H: 3.1089 1.6477 -0.6915
H: 1.5739 0.9809 -4.1216
H: 1.5694 2.7379 -3.9320
H: 0.0459 1.8328 -3.7545

Cartesian forces (eV/Å) of the 6 atoms listed first:
0.40 0.31 0.43
0.48 -0.42 -0.12
0.32 1.10 1.12
-1.69 -1.40 -2.96
1.19 1.23 0.10
-0.66 -0.61 0.53

These are the Löwdin partial charges, in e, on atoms 1 to 4: number 1, C, carries -0.042; number 2, C, carries -0.306; number 3, N, carries 0.102; number 4, C, carries -0.364

=====

What is the formula in the second record?
C13H39ClF3N10O19P3S

=====

Which of these has the highest E_tot?
C5H13N3

=====

Which of these has the highest E_tot?
C5H13N3

=====

The lowest E_tot belongs to which entry?
C13H39ClF3N10O19P3S